Version w
{
  "formula": "C3H11N3O",
  "method": "ωB97M-V/def2-TZVPD",
  "elements": ["C", "C", "N", "C", "N", "N", "H", "H", "H", "H", "H", "H", "H", "H", "H", "H", "H", "O"],
  "coordinates": [[1.38852, -0.50201, 1.16786], [1.42625, 1.01889, 1.20348], [0.10202, 1.58363, 0.81851], [-0.38302, 1.10126, -0.43435], [-1.48314, 0.27168, -0.31214], [0.19913, 1.40740, -1.52656], [0.41414, -0.72285, 1.61060], [2.06770, -0.89782, 1.92813], [1.60145, -0.96141, 0.21083], [1.63364, 1.45548, 2.18323], [2.20538, 1.46610, 0.57433], [0.20666, 2.57946, 0.72787], [-1.42571, -0.39243, 0.44657], [-1.77410, -0.22422, -1.14038], [-0.28853, 0.94922, -2.29732], [-2.45568, -2.56393, -2.30599], [-1.61831, -3.21592, -1.23818], [-1.81641, -2.35254, -1.61652]],
  "orbital_gap_ha": 0.3448,
  "smiles": "[H]/N=C(\\N)NCC.O"
}

---

Version x
{
  "formula": "C3H11N3O",
  "method": "ωB97M-V/def2-TZVPD",
  "elements": ["C", "C", "N", "C", "N", "N", "H", "H", "H", "H", "H", "H", "H", "H", "H", "H", "H", "O"],
  "coordinates": [[0.75147, 0.71374, -1.28477], [-0.53421, 0.30182, -0.57488], [-1.18611, 1.46520, -0.00893], [-2.50998, 1.33308, 0.08715], [1.89636, -0.69878, 1.90701], [-3.23376, 0.26646, 0.27237], [1.27992, -0.24857, -1.43171], [1.45671, 1.05254, -0.51792], [0.73055, 1.39405, -2.13631], [-0.28880, -0.60616, 0.00102], [-1.12422, -0.05768, -1.44003], [1.34671, 0.10397, 2.16079], [2.62525, -0.97981, 2.53032], [1.59807, -1.21608, 1.05972], [-3.07946, 2.22307, -0.19909], [1.79010, -2.67827, -0.72848], [-2.79475, -0.48725, 0.80184], [1.27614, -1.88133, -0.49811]],
  "orbital_gap_ha": 0.1303
}

---

Version y
{
  "formula": "C3H11N3O",
  "method": "ωB97M-V/def2-TZVPD",
  "elements": ["C", "N", "N", "O", "H", "H", "H", "H", "H", "H", "C", "C", "N", "H", "H", "H", "H", "H"],
  "coordinates": [[0.82623, 0.00653, 1.23915], [2.02126, 0.07951, -0.35570], [1.45198, 0.75671, -1.34717], [0.60885, 1.38881, 1.39462], [-0.29867, 1.60823, 1.16162], [2.65158, 0.71640, 0.13625], [1.15192, 1.70466, -1.08119], [0.60043, 0.14785, -1.73326], [1.70159, -0.26099, 1.82564], [0.06777, -0.61175, 1.72063], [-1.98210, -0.11422, 0.06211], [-0.91239, -1.07739, -0.35603], [-0.44434, -0.97920, -1.56524], [0.15102, -1.76941, -1.80723], [-0.80998, -1.99068, 0.23202], [-1.79902, 0.87086, -0.37187], [-2.94992, -0.46700, -0.30017], [-2.03622, -0.00895, 1.14585]],
  "orbital_gap_ha": 0.3031
}

---

Version z
{
  "formula": "C3H11N3O",
  "method": "ωB97M-V/def2-TZVPD",
  "elements": ["C", "C", "C", "N", "N", "N", "O", "H", "H", "H", "H", "H", "H", "H", "H", "H", "H", "H"],
  "coordinates": [[1.48288, 1.44641, 0.08459], [0.33872, -0.68295, 0.66207], [-0.82494, 0.97313, -0.75728], [0.45446, 0.40868, -0.33584], [-0.33078, -1.87489, 0.21516], [-1.73759, -1.96949, 0.36295], [2.54987, 0.93491, -0.61547], [1.75723, 0.25805, -1.14039], [-0.07657, -2.11935, -0.73427], [-2.22247, -1.08949, 0.20278], [-1.93927, -2.28161, 1.30701], [1.64932, 1.45228, 1.17494], [1.15143, 2.43198, -0.28756], [1.37181, -0.94086, 0.91109], [-0.16173, -0.32359, 1.57135], [-1.40487, 1.35866, 0.09047], [-0.63982, 1.80108, -1.44054], [-1.41766, 0.21705, -1.27105]],
  "orbital_gap_ha": 0.3804,
  "smiles": "CN(CO)CNN"
}

---

Most stable: version w (next structure +2.408 eV)